{
  "formula": "C6H9O",
  "method": "ωB97M-V/def2-TZVPD",
  "e_homo_ev": -15.10,
  "de_lowest_ev": 3.3696,
  "charge": 1,
  "max_force_ev_per_a": 8.5,
  "e_tot_ev": -8403.490,
  "homo_lumo_gap_ev": 11.7,
  "symbols": ["C", "C", "H", "C", "O", "H", "C", "H", "C", "H", "H", "C", "H", "H", "H", "H"],
  "positions_angstrom": [[-0.026, 0.266, 1.322], [0.964, 0.773, -0.808], [1.892, -0.745, 0.621], [0.114, -1.434, -0.371], [-0.530, 1.095, -0.904], [1.570, 1.584, -0.463], [-1.369, 0.023, -0.772], [0.699, 0.859, 1.826], [-1.052, 0.843, 0.420], [-1.826, 1.596, 0.887], [0.317, -2.071, -1.233], [0.916, -0.382, 0.211], [-2.231, -0.115, -1.247], [-0.413, -0.639, 1.877], [1.326, 0.410, -1.705], [-0.351, -2.063, 0.340]],
  "nbo_charge": [-0.44, -0.05, 0.30, -0.29, -0.27, 0.24, 0.07, 0.25, 0.04, 0.28, 0.25, -0.32, 0.23, 0.27, 0.23, 0.22]
}

***

{
  "formula": "C6H9O4P",
  "method": "ωB97M-V/def2-TZVPD",
  "e_homo_ev": -0.01,
  "de_lowest_ev": 0.0076,
  "charge": -2,
  "max_force_ev_per_a": 4.8,
  "e_tot_ev": -23846.017,
  "smiles": "C=CC(C)(C=C)OP(=O)([O-])[O-]",
  "homo_lumo_gap_ev": 6.2,
  "symbols": ["H", "H", "O", "C", "C", "H", "O", "C", "O", "C", "H", "C", "H", "H", "H", "C", "O", "H", "H", "P"],
  "positions_angstrom": [[-0.228, 2.588, -1.135], [-1.165, 0.062, 2.123], [1.695, -1.447, -0.190], [-0.267, -0.400, 1.708], [-0.072, 0.311, 0.272], [0.599, -0.122, 2.294], [3.241, 0.285, -1.232], [-1.017, -1.745, -0.888], [1.111, 1.007, 0.250], [-1.234, 1.167, -0.028], [-2.149, 2.697, -1.302], [-1.316, 2.299, -0.737], [-2.170, 0.917, 0.385], [-1.061, -2.523, -1.727], [0.370, -0.461, -1.878], [-0.098, -0.771, -0.845], [3.218, -0.091, 1.330], [-1.631, -2.141, 0.023], [-0.313, -1.452, 1.560], [2.487, -0.180, 0.017]],
  "nbo_charge": [0.21, 0.16, -1.15, -0.64, 0.16, 0.24, -1.24, -0.65, -0.82, -0.11, 0.18, -0.50, 0.16, 0.16, 0.23, -0.04, -1.24, 0.15, 0.22, 2.50]
}

***

{
  "formula": "C6H9O4V",
  "method": "ωB97M-V/def2-TZVPD",
  "s2": 3.758,
  "multiplicity": 4,
  "e_homo_ev": [-13.29, -13.96],
  "de_lowest_ev": 0.3641,
  "charge": 1,
  "max_force_ev_per_a": 3.3,
  "e_tot_ev": -40236.401,
  "homo_lumo_gap_ev": [8.7, 9.4],
  "symbols": ["H", "H", "C", "H", "O", "C", "H", "V", "C", "H", "O", "C", "O", "C", "H", "H", "O", "H", "H", "C"],
  "positions_angstrom": [[-0.281, 0.210, 1.590], [2.455, -2.846, 0.947], [-0.785, 0.277, 0.617], [-2.843, 2.391, -2.262], [-0.367, -0.712, -1.870], [2.067, -1.953, 1.455], [3.172, -0.591, 0.177], [-2.229, -0.478, -1.358], [-1.264, 2.033, -0.940], [1.035, -2.150, 1.776], [-0.729, 1.674, 0.259], [0.122, -0.581, -0.732], [1.361, -0.950, -0.640], [2.156, -0.746, 0.551], [-3.342, 1.928, -0.499], [1.831, 0.183, 1.033], [-1.964, -0.257, 0.490], [2.672, -1.769, 2.352], [-0.502, 2.269, -1.691], [-2.568, 2.068, -1.257]],
  "nbo_charge": [0.21, 0.24, 0.39, 0.25, -0.68, -0.64, 0.22, 1.43, 0.19, 0.21, -0.52, 0.71, -0.44, -0.07, 0.25, 0.19, -0.80, 0.24, 0.21, -0.58]
}

***

{
  "formula": "C6H9O5P",
  "method": "ωB97M-V/def2-TZVPD",
  "e_homo_ev": [-0.31, 0.41],
  "de_lowest_ev": 1.8754,
  "charge": -2,
  "max_force_ev_per_a": 3.8,
  "e_tot_ev": -25893.004,
  "homo_lumo_gap_ev": [6.2, 5.4],
  "symbols": ["H", "H", "O", "H", "H", "C", "C", "P", "H", "O", "O", "O", "H", "C", "H", "C", "C", "O", "H", "H", "C"],
  "positions_angstrom": [[0.571, -1.391, -0.659], [1.053, 1.456, -1.605], [-1.669, -1.158, -2.192], [3.585, 1.648, 1.214], [3.225, 2.587, -0.398], [0.176, -0.327, -1.008], [1.170, 0.684, -0.964], [-1.205, -0.066, 1.824], [4.287, 1.247, -0.156], [-0.762, 0.797, -2.776], [-1.018, 1.220, 2.559], [-0.874, -1.377, 2.441], [-2.949, -2.142, 1.401], [3.294, 1.559, 0.150], [-2.402, -1.591, -0.202], [2.223, 0.557, -0.115], [-3.116, -1.450, 0.617], [-2.840, -0.238, 1.308], [2.105, -0.278, 0.578], [-3.972, -1.528, 0.038], [-0.882, -0.209, -2.056]],
  "nbo_charge": [0.19, 0.21, -0.79, 0.20, 0.19, -0.30, -0.23, 2.08, 0.18, -0.80, -1.15, -1.18, 0.17, -0.63, 0.23, -0.25, -0.30, -0.84, 0.19, 0.16, 0.69]
}

***

Copy entry 4 word for word.
{
  "formula": "C6H9O5P",
  "method": "ωB97M-V/def2-TZVPD",
  "e_homo_ev": [-0.31, 0.41],
  "de_lowest_ev": 1.8754,
  "charge": -2,
  "max_force_ev_per_a": 3.8,
  "e_tot_ev": -25893.004,
  "homo_lumo_gap_ev": [6.2, 5.4],
  "symbols": ["H", "H", "O", "H", "H", "C", "C", "P", "H", "O", "O", "O", "H", "C", "H", "C", "C", "O", "H", "H", "C"],
  "positions_angstrom": [[0.571, -1.391, -0.659], [1.053, 1.456, -1.605], [-1.669, -1.158, -2.192], [3.585, 1.648, 1.214], [3.225, 2.587, -0.398], [0.176, -0.327, -1.008], [1.170, 0.684, -0.964], [-1.205, -0.066, 1.824], [4.287, 1.247, -0.156], [-0.762, 0.797, -2.776], [-1.018, 1.220, 2.559], [-0.874, -1.377, 2.441], [-2.949, -2.142, 1.401], [3.294, 1.559, 0.150], [-2.402, -1.591, -0.202], [2.223, 0.557, -0.115], [-3.116, -1.450, 0.617], [-2.840, -0.238, 1.308], [2.105, -0.278, 0.578], [-3.972, -1.528, 0.038], [-0.882, -0.209, -2.056]],
  "nbo_charge": [0.19, 0.21, -0.79, 0.20, 0.19, -0.30, -0.23, 2.08, 0.18, -0.80, -1.15, -1.18, 0.17, -0.63, 0.23, -0.25, -0.30, -0.84, 0.19, 0.16, 0.69]
}